C30H21FeN5O5S2 | ωB97M-V/def2-TZVPD

Calculated total energy = -105201.66759 eV
LUMO energy (alpha / beta) = 2.3 / 2.3 eV

The geometry in ORCA input format:
```
! RIJCOSX wB97M-V def2-TZVPD def2/J DEFGRID3
* xyz -1 2
Fe 0.04835 -0.29679 0.13996
O -1.57169 -1.10634 5.85423
C -1.24915 -0.92903 4.54493
C -1.40322 -1.93769 3.60314
C -1.04897 -1.66731 2.29715
N -0.59118 -0.47799 1.93121
C -0.41359 0.48409 2.83068
C -0.73385 0.30443 4.15875
C 0.22392 1.74695 2.28708
O 0.52062 2.65279 3.04975
O 0.43220 1.70102 1.01324
C -1.09249 -2.68647 1.16169
O -1.64796 -3.76054 1.37179
O -0.52941 -2.27073 0.09809
H -1.90938 -2.00047 5.97199
H -1.78127 -2.92470 3.84175
H -0.56850 1.10454 4.86546
S -2.43323 2.78366 -1.16156
C -3.50954 1.74202 -0.25450
C -4.75380 2.04202 0.27238
C -5.44122 1.04836 0.95543
C -4.88660 -0.22359 1.08806
C -3.64469 -0.52835 0.55762
C -2.92889 0.46812 -0.10985
N -1.68356 0.33480 -0.67828
C -1.29465 1.45845 -1.29733
C -0.00734 1.55055 -1.86495
C 0.57272 2.83965 -2.05157
C 1.87763 3.01521 -2.39283
C 2.71207 1.88497 -2.57028
C 2.18250 0.63458 -2.42131
C 0.81597 0.38537 -2.11340
H -5.18109 3.03014 0.15556
H -6.41535 1.26139 1.37674
H -5.44034 -0.99497 1.60906
H -3.23899 -1.52740 0.63557
H -0.04559 3.71076 -1.86880
H 2.27429 4.01576 -2.51720
H 3.74666 2.00314 -2.86900
H 2.80987 -0.21974 -2.64251
S 2.23365 -1.02963 0.91731
C 3.33133 0.24152 0.74102
N 4.66781 0.05167 0.54556
C 5.39043 1.29444 0.79020
C 4.27513 2.33528 0.60772
N 3.08208 1.54090 0.82739
H 5.05313 -0.84977 0.76876
H 6.20332 1.43073 0.07873
H 5.79869 1.32250 1.80534
H 4.28035 2.75594 -0.40036
H 4.34041 3.14553 1.33159
H 2.08742 1.83959 0.75930
N -1.33927 -5.76661 -4.27713
C -0.98582 -4.74175 -3.88833
C -0.54969 -3.46602 -3.40654
C -1.36034 -2.34082 -3.55468
C -0.92895 -1.10983 -3.10702
C 0.32477 -0.95701 -2.49596
C 1.12583 -2.09982 -2.35297
C 0.69851 -3.33133 -2.79520
H -2.32762 -2.43790 -4.03051
H -1.56062 -0.24386 -3.24497
H 2.06938 -2.02889 -1.82856
H 1.31879 -4.20556 -2.64858
*
```

natural (NBO) atomic charge list, values in e, 5 entries: number 1, Fe, carries 0.98; number 2, O, carries -0.67; number 3, C, carries 0.41; number 4, C, carries -0.32; number 5, C, carries 0.13

C30H21HfN6O6S3 | ωB97M-V/def2-TZVPD

Calculated total energy = -86497.54996 eV
LUMO energy = 1.3 eV

The geometry in ORCA input format:
```
! RIJCOSX wB97M-V def2-TZVPD def2/J DEFGRID3
* xyz -1 1
Hf -0.51535 0.87680 0.21235
O -4.69560 -1.21943 -0.17345
C -4.85028 -1.32649 1.15497
C -6.14315 -1.61439 1.60382
C -6.39293 -1.77803 2.94798
C -5.36321 -1.66244 3.88429
C -4.08757 -1.38302 3.44355
C -3.80454 -1.20709 2.08554
C -2.42619 -0.88634 1.64954
O -2.21817 -0.47594 0.43815
N -1.47731 -0.99770 2.54538
N -0.29241 -0.51147 2.02017
C 0.79239 -0.84869 2.58685
C 2.04171 -0.35606 1.97915
C 3.28886 -0.77638 2.39835
C 4.40813 -0.31742 1.71369
C 4.23902 0.55763 0.65814
C 2.95005 0.94989 0.31608
N 1.88198 0.49162 0.95432
H -3.79462 -0.88866 -0.35671
H -6.92910 -1.69460 0.86493
H -7.40244 -1.99389 3.27757
H -5.56149 -1.78747 4.94033
H -3.26831 -1.28645 4.14332
H 0.78584 -1.51842 3.44207
H 3.37600 -1.46406 3.22933
H 5.39843 -0.64403 2.00416
H 5.08042 0.93791 0.09600
H 2.75720 1.65258 -0.48498
S 0.34338 -1.51561 -0.73560
C 1.62088 -1.06995 -1.82018
C 2.70459 -1.92589 -2.03986
C 3.73904 -1.58940 -2.89785
C 4.86491 -2.48984 -3.03954
N 5.76065 -3.20403 -3.13770
C 3.69592 -0.36931 -3.58154
C 2.62445 0.48878 -3.37548
C 1.59694 0.17709 -2.48658
S 0.30759 1.32973 -2.20725
C 4.75470 0.01872 -4.48713
N 5.60560 0.33247 -5.19431
H 2.74369 -2.86792 -1.50838
H 2.59862 1.43537 -3.89990
C 2.76528 4.81678 6.55007
C 1.99744 4.44731 5.30893
C 1.77164 3.11150 4.98086
C 1.03422 2.76442 3.86325
C 0.52347 3.76639 3.04780
C 0.72821 5.10174 3.35466
C 1.46769 5.43074 4.48295
S -0.41848 3.34864 1.61559
O 0.56099 2.74704 0.66301
O -1.07180 4.55215 1.18892
N -1.32975 2.11000 1.97238
C -2.77964 2.34038 1.76988
C -3.14949 2.18001 0.28453
O -4.29434 2.20282 -0.08450
O -2.08353 2.02174 -0.48939
H 3.45823 4.02539 6.83596
H 2.09026 4.98261 7.39258
H 3.33692 5.73356 6.40352
H 2.17647 2.33185 5.61641
H 0.84478 1.72403 3.63063
H 0.31294 5.86718 2.71400
H 1.63511 6.47470 4.72314
H -3.07904 3.34860 2.05968
H -3.35298 1.63539 2.36890
*
```

natural (NBO) atomic charge list, values in e, 5 entries: number 1, Hf, carries 2.01; number 2, O, carries -0.67; number 3, C, carries 0.45; number 4, C, carries -0.30; number 5, C, carries -0.17

C30H22BrCoF3IN6O | ωB97M-V/def2-TZVPD

Calculated total energy = -166372.95969 eV
LUMO energy (alpha / beta) = -3.3 / -5.1 eV

The geometry in ORCA input format:
```
! RIJCOSX wB97M-V def2-TZVPD def2/J DEFGRID3
* xyz 1 4
Co -0.60048 -1.11117 -0.65450
Br -0.85543 0.98377 6.38973
C -0.63676 0.15700 4.70219
C -0.28919 -1.18399 4.61515
C -0.15404 -1.76393 3.37197
C -0.33398 -1.03505 2.18507
O -0.22370 -1.70368 1.04299
C -0.63836 0.32816 2.29122
C -0.69459 1.27512 1.11998
N -0.98029 0.65471 -0.16319
C -1.53257 1.42579 -1.13003
C -1.86386 2.78221 -1.05943
C -2.44532 3.43061 -2.15634
C -2.71988 2.76372 -3.32348
C -2.41136 1.38315 -3.44107
C -2.68135 0.60964 -4.58717
C -2.36283 -0.72173 -4.58736
C -1.76391 -1.28346 -3.45254
N -1.48324 -0.58176 -2.36967
C -1.81215 0.73406 -2.35293
C -0.81781 0.89500 3.55309
H -0.14076 -1.76863 5.51266
H 0.09839 -2.81271 3.28010
H -1.48579 1.99888 1.33554
H -1.67801 3.35218 -0.16114
H -2.68716 4.48113 -2.07022
H -3.17854 3.27593 -4.15884
H -3.14490 1.07186 -5.44956
H -2.56597 -1.35015 -5.44225
H -1.51378 -2.33473 -3.43128
H -1.10103 1.93710 3.63764
N 3.22898 0.16395 -2.03855
C 3.58762 -0.85192 -1.18674
C 2.42075 -1.40748 -0.76869
N 1.36489 -0.75673 -1.36444
C 1.88455 0.18307 -2.11694
H 3.85525 0.78344 -2.52320
H 4.61409 -1.07329 -0.95710
H 2.25329 -2.20294 -0.06267
H 1.33657 0.89177 -2.71676
F 1.93779 3.64264 5.31852
C 1.66154 4.17214 4.12085
F 0.49310 4.82457 4.21891
F 2.61098 5.08747 3.85619
C 1.62513 3.11305 3.04879
C 2.58725 2.08690 3.05624
C 2.59962 1.17580 1.96246
N 1.75827 1.16636 0.98584
C 0.65285 2.09598 1.01639
C 0.69272 3.15335 2.06954
H 3.31745 2.00364 3.84718
H 3.38804 0.42754 1.92649
H 0.62493 2.58732 0.03318
H -0.05748 3.93486 2.05280
I 1.47149 -5.44927 -4.12606
C 0.33146 -4.85721 -2.49449
C -0.33721 -5.77929 -1.70221
C -1.07060 -5.31528 -0.62347
C -1.11382 -3.95671 -0.36943
N -0.48030 -3.07021 -1.14429
C 0.23506 -3.51283 -2.18225
H -0.28180 -6.83711 -1.92073
H -1.60079 -5.99952 0.02324
H -1.64215 -3.55137 0.48144
H 0.74912 -2.76170 -2.76636
*
```

natural (NBO) atomic charge list, values in e, 5 entries: number 1, Co, carries 1.19; number 2, Br, carries 0.07; number 3, C, carries -0.13; number 4, C, carries -0.21; number 5, C, carries -0.25